1.
A cluster of 2 separate species, C3H11NOS2 in total. Source: the Open Molecules 2025 dataset; level of theory: ωB97M-V/def2-TZVPD.

Geometry (Å):
C  -0.23728  1.63573  -1.49930
N  0.73896  1.34093  -0.43316
C  0.89288  -0.10006  -0.18431
C  -0.30331  -0.70831  0.56431
S  -1.21303  0.17201  1.85043
S  -2.70085  1.10567  0.75656
H  -0.49413  2.68604  -1.47223
H  0.27248  1.55298  -2.47920
H  -1.10876  0.98902  -1.47923
H  1.63935  1.62718  -0.79161
H  1.79605  -0.20388  0.39873
H  0.92101  -0.65749  -1.13769
H  -1.10206  -0.88581  -0.14934
H  -0.08793  -1.74201  0.85664
H  -3.39474  1.41457  1.85630
O  6.16087  -3.89021  -2.68543
H  6.39514  -4.67330  -2.17239
H  5.38055  -4.23011  -3.14513

Summary:
Lowest unoccupied orbital energy (eV): 0.6032
Kohn-Sham gap (eV): 8.5
Net charge: 0
HOMO (hartree): -0.292

These are the natural (NBO) partial charges, in e, on atoms 1 to 2: number 1, C, carries -0.427; number 2, N, carries -0.611

=====

2.
A cluster of 2 separate species, C3H11NOS2 in total. Source: the Open Molecules 2025 dataset; level of theory: ωB97M-V/def2-TZVPD.

Geometry (Å):
C  -2.90797  2.77104  -0.60428
S  -2.23153  1.49956  -1.86669
S  -0.26489  1.72333  -1.72237
C  0.23895  0.62737  -0.40609
C  1.75221  0.29174  -0.38728
N  2.22243  -0.17440  0.93472
H  -2.57205  3.80092  -0.96394
H  -4.00954  2.73073  -0.86960
H  -2.91841  2.68018  0.50097
H  -0.35490  -0.33380  -0.70971
H  -0.06661  1.00163  0.63970
H  2.21682  1.14761  -0.66662
H  1.93195  -0.48222  -1.14595
H  2.69636  -1.04931  0.78052
H  3.03935  0.41816  1.29326
O  0.47326  -5.60945  2.07620
H  0.10130  -6.23579  1.44066
H  0.65327  -4.80730  1.67648

Summary:
Lowest unoccupied orbital energy (eV): 0.6003
Kohn-Sham gap (eV): 9.4
Net charge: 0
HOMO (hartree): -0.323

These are the natural (NBO) partial charges, in e, on atoms 1 to 2: number 1, C, carries -0.746; number 2, S, carries 0.080

=====

3.
An isolated molecule of C3H11NP2Si. Source: the Open Molecules 2025 dataset; level of theory: ωB97M-V/def2-TZVPD.

Geometry (Å):
H  0.86839  -1.64846  -3.91930
P  -0.55770  -1.24142  -3.62527
N  -0.29422  -0.26136  -2.43305
P  -1.29504  0.68761  -1.45480
Si  -0.12997  0.32162  0.35118
C  -0.01280  -1.54479  0.58536
C  1.59225  1.04501  0.28907
C  -0.89326  1.19405  1.95553
H  -2.46847  -0.18744  -1.23730
H  0.90947  -1.81589  0.11056
H  -0.12753  -1.72222  1.66659
H  -0.90251  -1.89424  0.02039
H  1.99164  2.02229  0.19842
H  2.14892  0.77300  1.24640
H  2.21690  0.49192  -0.45698
H  -0.73939  2.17583  1.82057
H  -2.00099  0.87418  2.11062
H  -0.30571  0.73030  2.77201

Summary:
Lowest unoccupied orbital energy (eV): -0.5814
Kohn-Sham gap (eV): 7.9
Net charge: 0
HOMO (hartree): -0.310

These are the natural (NBO) partial charges, in e, on atoms 1 to 2: number 1, H, carries -0.101; number 2, P, carries 0.796

=====

4.
A cluster of 2 separate species, C3H11NS in total. Source: the Open Molecules 2025 dataset; level of theory: ωB97M-V/def2-TZVPD.

Geometry (Å):
C  -1.32517  -1.91302  -0.25419
N  0.10111  -2.19738  -0.10159
C  0.68099  -2.66023  -1.36185
H  -1.88015  -2.77150  -0.66313
H  -1.48814  -1.08119  -0.93946
H  -1.72183  -1.68929  0.71530
H  0.18850  -2.94188  0.57832
H  1.75469  -2.80143  -1.27380
H  0.22690  -3.60373  -1.69559
H  0.49599  -1.91567  -2.13686
C  -0.40921  1.40182  0.22178
S  0.59986  2.73175  0.88864
H  -0.82876  0.86410  1.07688
H  0.12833  0.62496  -0.28433
H  -1.26707  1.82444  -0.28036
H  0.73503  3.45557  -0.22102

Summary:
Lowest unoccupied orbital energy (eV): 0.9867
Kohn-Sham gap (eV): 9.9
Net charge: 0
HOMO (hartree): -0.326

These are the natural (NBO) partial charges, in e, on atoms 1 to 2: number 1, C, carries -0.417; number 2, N, carries -0.617

=====

5.
A cluster of 2 separate species, C3H11NS in total. Source: the Open Molecules 2025 dataset; level of theory: ωB97M-V/def2-TZVPD.

Geometry (Å):
C  -0.11676  -0.01109  3.59595
S  0.59791  0.02928  1.94446
H  0.53747  -0.36710  4.39540
H  -0.40764  0.98905  3.94269
H  -1.03533  -0.60296  3.60775
C  1.16598  0.49475  -1.57284
C  -0.26553  0.37220  -2.03878
N  -0.83706  -0.81062  -1.28261
H  1.39746  -0.28356  -0.84379
H  1.94209  0.48804  -2.33238
H  1.22405  1.46017  -1.07878
H  -0.88906  1.22174  -1.81258
H  -0.37464  0.25161  -3.11805
H  -0.40820  -1.65054  -1.66355
H  -1.82901  -0.90582  -1.49618
H  -0.70172  -0.67514  -0.24671

Summary:
Lowest unoccupied orbital energy (eV): -0.3246
Kohn-Sham gap (eV): 5.6
Net charge: 0
HOMO (hartree): -0.218

These are the natural (NBO) partial charges, in e, on atoms 1 to 2: number 1, C, carries -0.737; number 2, S, carries -0.710

=====

6.
A cluster of 2 separate species, C3H11NS in total. Source: the Open Molecules 2025 dataset; level of theory: ωB97M-V/def2-TZVPD.

Geometry (Å):
N  1.35354  1.82949  1.79912
C  0.78421  0.99664  0.72729
C  -0.11088  -0.10962  1.37724
S  -0.84570  -1.16942  0.01832
H  2.37589  1.77056  1.87716
H  1.00227  2.76084  1.75855
H  1.52570  0.51640  0.06876
H  0.10152  1.54298  0.03986
H  0.45830  -0.69654  2.11730
H  -0.92205  0.37188  1.96122
H  -1.27521  -2.21626  0.78174
C  -0.31642  -0.34610  -3.40889
H  -1.33684  -0.67864  -3.09703
H  0.38499  -0.98563  -2.84337
H  -0.07143  0.70521  -3.22078
H  -0.32822  -0.43197  -4.50420

Summary:
Lowest unoccupied orbital energy (eV): 0.9460
Kohn-Sham gap (eV): 9.9
Net charge: 0
HOMO (hartree): -0.331

These are the natural (NBO) partial charges, in e, on atoms 1 to 2: number 1, N, carries -0.858; number 2, C, carries -0.236

=====

7.
A cluster of 2 separate species, C3H11NS in total. Source: the Open Molecules 2025 dataset; level of theory: ωB97M-V/def2-TZVPD.

Geometry (Å):
C  2.02922  0.17680  1.98271
C  0.59219  -0.25635  1.69037
N  0.52547  -0.99401  0.40613
H  2.31568  -0.09336  2.98825
H  2.72749  -0.27053  1.26977
H  2.16926  1.26241  1.98070
H  0.23687  -0.90251  2.49666
H  -0.07374  0.61317  1.71676
H  1.40387  -1.48007  0.32878
H  -0.36303  -1.44952  0.32141
C  -2.40607  0.66449  -2.38543
S  -1.00159  0.57275  -3.59316
H  -2.52904  1.72761  -2.18036
H  -3.32329  0.29648  -2.83011
H  -2.11603  0.13330  -1.48469
H  -0.18726  -0.00064  -2.70779

Summary:
Lowest unoccupied orbital energy (eV): 0.9486
Kohn-Sham gap (eV): 9.8
Net charge: 0
HOMO (hartree): -0.325

These are the natural (NBO) partial charges, in e, on atoms 1 to 2: number 1, C, carries -0.622; number 2, C, carries -0.216

=====

8.
A cluster of 2 separate species, C3H11NS in total. Source: the Open Molecules 2025 dataset; level of theory: ωB97M-V/def2-TZVPD.

Geometry (Å):
C  0.78760  -2.82121  1.31624
C  1.02583  -1.32615  1.21219
N  -0.08955  -0.55589  1.82455
H  1.63559  -3.33754  1.78514
H  -0.06856  -3.03224  1.94667
H  0.65937  -3.34961  0.37575
H  1.96885  -1.13127  1.72148
H  1.13362  -1.03317  0.17483
H  -0.64895  -0.17248  1.06718
H  0.33227  0.28793  2.21274
C  0.34318  2.05239  -0.99033
S  -1.18052  1.25354  -1.64361
H  0.02412  2.85233  -0.34366
H  0.80052  1.36367  -0.28919
H  0.92497  2.39486  -1.82899
H  -0.72509  -0.00302  -1.56909

Summary:
Lowest unoccupied orbital energy (eV): 0.8166
Kohn-Sham gap (eV): 10.1
Net charge: 0
HOMO (hartree): -0.342

These are the natural (NBO) partial charges, in e, on atoms 1 to 2: number 1, C, carries -0.628; number 2, C, carries -0.231

=====

9.
A cluster of 2 separate species, C3H11NS2 in total. Source: the Open Molecules 2025 dataset; level of theory: ωB97M-V/def2-TZVPD.

Geometry (Å):
C  0.10465  1.26403  -0.69422
N  1.11587  2.16422  -1.13256
C  1.31992  3.42545  -0.45618
H  -0.93591  1.62731  -0.24229
H  -0.06030  0.52426  -1.38471
H  0.77820  0.94509  0.13060
H  1.70215  2.12108  -1.97020
H  2.13301  4.15635  -0.87944
H  1.57126  3.16152  0.60660
H  0.38078  4.02142  -0.45538
C  -1.56639  -3.67275  1.86858
S  -1.95917  -3.02167  0.24561
S  -0.12612  -3.20100  -0.82129
H  -1.49073  -4.81280  1.80911
H  -2.17022  -3.32535  2.69676
H  -0.54986  -3.35232  1.93553
H  -0.24713  -2.02485  -1.25650

Summary:
Lowest unoccupied orbital energy (eV): 0.3543
Kohn-Sham gap (eV): 8.2
Net charge: 0
HOMO (hartree): -0.287

These are the natural (NBO) partial charges, in e, on atoms 1 to 2: number 1, C, carries -0.412; number 2, N, carries -0.687

=====

10.
A cluster of 2 separate species, C3H11NSi in total. Source: the Open Molecules 2025 dataset; level of theory: ωB97M-V/def2-TZVPD.

Geometry (Å):
C  1.41941  1.04050  -0.17556
C  1.77105  -0.40091  0.21023
C  -0.13255  -1.34543  0.29872
N  -1.00622  -0.67287  -0.52445
Si  -2.19649  0.47348  0.04510
H  1.02556  1.16987  -1.13115
H  0.64178  1.51428  0.46457
H  2.30152  1.61815  -0.16088
H  2.24695  -0.08674  1.24413
H  2.42170  -0.93559  -0.45323
H  0.22309  -2.30060  -0.09110
H  -0.24369  -1.32289  1.38977
H  -0.77208  -0.44500  -1.47622
H  -2.10855  0.83302  1.51097
H  -3.47705  -0.35326  0.01479
H  -2.11445  1.21399  -1.16567

Summary:
Lowest unoccupied orbital energy (eV): 1.0001
Kohn-Sham gap (eV): 8.8
Net charge: 0
HOMO (hartree): -0.288

These are the natural (NBO) partial charges, in e, on atoms 1 to 2: number 1, C, carries -0.631; number 2, C, carries -0.464

=====

11.
A cluster of 2 separate species, C3H11O in total. Source: the Open Molecules 2025 dataset; level of theory: ωB97M-V/def2-TZVPD.

Geometry (Å):
O  -1.09358  -2.44135  1.38642
H  -0.27232  -1.93895  1.70923
H  -1.11690  -3.41375  1.04697
H  -1.77634  -1.68349  1.11156
C  -0.52291  0.70510  -1.37171
C  0.52640  1.46201  -0.59631
C  1.13908  0.54972  0.51137
H  -1.39280  0.49510  -0.75067
H  -0.78523  1.27827  -2.26430
H  -0.12900  -0.25324  -1.71845
H  1.33844  1.84665  -1.21297
H  0.15614  2.35681  -0.08889
H  1.84630  1.08016  1.15194
H  1.71895  -0.17721  -0.06128
H  0.36374  0.13416  1.14710

Summary:
Lowest unoccupied orbital energy (spin up / spin down) (eV): 1.1907 / 0.2793
Multiplicity: 2
Kohn-Sham gap (spin up / spin down) (eV): 6.3 / 11.7
Net charge: 0
HOMO (spin up / spin down) (hartree): -0.189 / -0.418
⟨S²⟩: 0.752

These are the natural (NBO) partial charges, in e, on atoms 1 to 2: number 1, O, carries -1.072; number 2, H, carries 0.432

=====

12.
A cluster of 3 separate species, C3H11O3 in total. Source: the Open Molecules 2025 dataset; level of theory: ωB97M-V/def2-TZVPD.

Geometry (Å):
C  0.35887  0.37439  0.34987
O  -0.73907  -0.35293  -0.04933
C  1.67333  -0.27239  -0.10183
C  2.90268  0.21271  0.66043
H  0.36613  0.49681  1.45110
H  0.32100  1.40049  -0.06911
H  1.75488  -0.10995  -1.17474
H  1.57104  -1.34040  -0.01568
H  3.79295  -0.36906  0.48243
H  2.65021  0.22436  1.72424
H  3.10763  1.25072  0.40973
H  -0.93563  1.15846  -2.38785
H  -1.00006  -0.13660  -1.62319
O  -1.18897  0.24234  -2.55998
H  -3.35165  -0.16132  1.22779
H  -1.84209  -0.41145  1.06329
O  -2.59254  -0.40373  1.76473

Summary:
Lowest unoccupied orbital energy (eV): 4.0361
Kohn-Sham gap (eV): 8.0
Net charge: -1
HOMO (hartree): -0.144

These are the natural (NBO) partial charges, in e, on atoms 1 to 2: number 1, C, carries -0.024; number 2, O, carries -0.943

=====

Energy relative to the best compared isomer or geometry (same formula, charge and spin)? In order: 110.8 116.3 0.0 70.8 212.3 54.9 71.0 62.3 232.4 298.2 25.1 5.0 kJ/mol.
Energy? In order: -1047.225158 -1047.223065 -1147.806571 -573.804540 -573.750651 -573.810590 -573.804481 -573.807791 -971.929615 -465.027930 -195.981123 -346.650536 a.u..
Molar mass? In order: 141.26 141.26 151.16 93.19 93.19 93.19 93.19 93.19 125.26 89.21 63.12 95.12 g mol⁻¹.